[1]
This record from the OMol25 dataset describes a gas-phase ion, CH7N4 (charge +1) in a non-equilibrium geometry. The level of theory is ωB97M-V with the def2-TZVPD basis set.

## Properties
HOMO-LUMO gap (spin up / spin down) ... 9.4 / 9.4 eV
Energy relative to the best compared isomer or geometry (same formula, charge and spin) ... 328.1 kJ/mol
SMILES ... [H]/N=[N+](/N)NC
Net charge ... +1

```
12
CH7N4 (ωB97M-V with the def2-TZVPD basis set)
H -0.181 -1.808 0.492
N -1.102 -1.471 0.231
N -0.850 -0.028 0.014
N -1.790 0.952 0.018
N 0.369 0.475 -0.113
C 1.579 -0.385 -0.029
H -2.713 0.566 -0.122
H -1.570 1.814 -0.455
H 0.610 1.407 0.201
H 1.685 -0.889 -1.092
H 2.297 0.412 0.095
H 1.665 -1.045 0.760
```

***

[2]
This record from the OMol25 dataset describes a molecular structure, C4H6N2O. The level of theory is ωB97M-V with the def2-TZVPD basis set.

## Properties
HOMO-LUMO gap ... 9.3 eV
Energy relative to the best compared isomer or geometry (same formula, charge and spin) ... 553.8 kJ/mol

```
13
C4H6N2O (ωB97M-V with the def2-TZVPD basis set)
C -1.673 0.681 -0.298
C -0.742 -0.446 0.062
O 0.137 -0.779 -1.019
C 1.365 -0.489 -0.546
N 2.450 -0.628 -1.157
C 0.994 -0.013 0.838
N 1.239 0.402 1.954
H -2.298 0.411 -1.156
H -2.336 0.917 0.542
H -1.108 1.582 -0.560
H -1.240 -1.354 0.416
H -0.022 0.057 1.496
H 3.233 -0.342 -0.572
```

***

[3]
This record from the OMol25 dataset describes a molecular structure, C17H40NNdP3S in a non-equilibrium geometry. The level of theory is ωB97M-V with the def2-TZVPD basis set.

## Properties
HOMO-LUMO gap (spin up / spin down) ... 5.6 / 5.8 eV
⟨S²⟩ ... 3.764
Spin multiplicity ... 4
Net charge ... +3

```
63
C17H40NNdP3S (ωB97M-V with the def2-TZVPD basis set)
Nd 1.185 -1.719 -0.661
P 2.723 0.578 0.160
P -1.000 -0.975 0.981
P -1.297 2.188 -3.409
H 2.308 -1.225 -2.402
C 1.522 -1.390 -3.204
C 1.334 -0.074 -3.906
H 1.005 0.746 -3.260
C 4.127 -0.218 1.054
C 2.177 1.809 1.405
C 3.631 1.655 -1.014
C -2.634 -1.788 0.856
C -0.622 -1.367 2.743
C -1.505 0.775 1.118
C -1.694 3.595 -4.464
C -0.060 2.738 -2.207
C -2.795 1.748 -2.504
H 1.974 -2.117 -3.895
H 2.183 0.259 -4.510
H 4.531 -1.041 0.447
H 3.785 -0.635 2.012
H 4.928 0.515 1.236
H 1.463 1.352 2.101
H 1.668 2.651 0.917
H 3.026 2.197 1.987
H 3.687 1.155 -1.989
H 4.657 1.848 -0.670
H 3.111 2.611 -1.162
H -3.329 -1.257 1.524
H -2.555 -2.839 1.168
H -3.004 -1.743 -0.177
H -1.290 -0.752 3.361
H 0.420 -1.129 3.002
H -0.821 -2.428 2.957
H -2.035 0.881 2.075
H -2.182 1.040 0.295
H -0.633 1.447 1.106
H -2.708 3.946 -4.235
H -1.638 3.276 -5.515
H -0.968 4.399 -4.287
H -0.382 3.713 -1.819
H 0.919 2.854 -2.695
H 0.025 2.028 -1.369
H -3.269 2.670 -2.133
H -2.559 1.082 -1.661
H -3.485 1.221 -3.181
C -0.835 -1.482 -4.150
C -2.141 -1.817 -3.875
C -2.459 -2.707 -2.829
C -1.477 -3.487 -2.204
C -0.120 -3.176 -2.386
C 0.076 -1.791 -2.942
S -0.209 -0.214 -5.234
H -0.802 0.889 -4.471
H -2.938 -1.440 -4.503
H -3.506 -2.886 -2.593
H -1.776 -4.367 -1.621
H 0.717 -3.908 -2.445
H -0.366 -1.046 -2.187
N 1.448 -3.738 0.790
H 1.288 -4.630 0.320
H 0.667 -3.585 1.441
H 2.299 -3.822 1.349
```

***

[4]
This record from the OMol25 dataset describes a molecular structure, C6H12O5S in a non-equilibrium geometry. The level of theory is ωB97M-V with the def2-TZVPD basis set.

## Properties
HOMO-LUMO gap ... 9.4 eV
Energy relative to the best compared isomer or geometry (same formula, charge and spin) ... 472.3 kJ/mol

```
24
C6H12O5S (ωB97M-V with the def2-TZVPD basis set)
C 0.481 -0.456 -1.519
C -0.868 -0.532 0.309
C -2.420 -0.668 0.624
C -0.023 0.426 1.249
C 0.722 1.285 0.226
C 1.473 0.354 -0.735
H 0.441 -1.840 -2.564
H 0.563 -0.156 -2.583
H -0.663 -1.694 0.519
H -3.222 0.038 0.482
H -2.432 -0.732 1.715
H -3.593 -1.573 -1.207
H -0.500 1.047 2.099
H 1.768 0.301 1.903
H 0.190 2.040 -0.259
H 1.057 2.575 1.449
H 1.830 -0.379 -0.032
H 2.776 1.794 -0.812
O 0.886 -1.793 -1.431
O -0.820 -0.258 -1.096
O 1.064 -0.354 1.952
O 1.783 1.933 1.088
O 2.477 0.968 -1.484
S -2.968 -2.326 0.107
```

***

[5]
This record from the OMol25 dataset describes a single C4H8N2O molecule in a non-equilibrium geometry. The level of theory is ωB97M-V with the def2-TZVPD basis set.

## Properties
HOMO-LUMO gap ... 9.2 eV
Energy relative to the best compared isomer or geometry (same formula, charge and spin) ... 466.4 kJ/mol

```
15
C4H8N2O (ωB97M-V with the def2-TZVPD basis set)
N 1.623 -0.815 -0.762
C 0.631 -0.677 0.167
O 0.506 -1.832 0.889
C 0.525 0.699 0.847
N -0.879 1.045 0.720
C -1.364 -0.202 0.077
C -1.269 1.044 -0.690
H 1.786 -1.727 -1.175
H 1.958 -0.012 -1.270
H 0.795 0.574 1.902
H 1.193 1.446 0.399
H -0.469 -1.821 0.874
H -2.397 -0.489 0.386
H -0.497 1.110 -1.459
H -2.142 1.655 -0.905
```

***

[6]
This record from the OMol25 dataset describes 5 unconnected molecules or ions with the total composition C55H62BO14PSSi in a non-equilibrium geometry. The level of theory is ωB97M-V with the def2-TZVPD basis set.

## Properties
HOMO-LUMO gap ... 7.7 eV
SMILES ... CCCCCCCCCCCc1c(O)c([PH2]=S)c(CB(O)O)c2c1C(=O)c1c(CCO[Si](C)(C)C)cccc1C2=O.O=C1C=CC(=O)C=C1.O=C1C=CC(=O)C=C1.O=C1C=CC(=O)C=C1.O=C1C=CC(=O)C=C1

```
135
C55H62BO14PSSi (ωB97M-V with the def2-TZVPD basis set)
C -2.802 8.572 0.223
C -3.521 7.400 -0.458
C -4.819 7.018 0.286
C -4.840 5.581 0.796
C -3.771 5.306 1.844
C -4.008 3.998 2.627
C -2.726 3.203 2.884
C -2.467 2.175 1.774
C -1.959 0.778 2.240
C -2.792 -0.392 1.689
C -1.990 -1.373 0.824
C -1.237 -0.747 -0.340
C -1.727 0.336 -1.051
O -2.961 0.856 -0.754
C -1.036 0.939 -2.087
P -1.891 2.327 -2.853
S -1.839 3.883 -1.648
C 0.222 0.491 -2.473
C 0.943 1.238 -3.564
B 1.572 2.589 -2.973
O 1.788 3.687 -3.799
O 1.914 2.713 -1.649
C 0.733 -0.623 -1.806
C 0.008 -1.230 -0.766
C 0.633 -2.440 -0.130
O -0.036 -3.355 0.286
C 2.115 -2.504 -0.071
C 2.833 -3.179 0.916
C 2.174 -3.957 2.032
C 1.903 -5.389 1.586
O 3.046 -5.930 0.936
Si 2.756 -7.197 -0.095
C 2.163 -8.759 0.778
C 4.364 -7.673 -0.950
C 1.500 -6.791 -1.426
C 4.223 -3.188 0.871
C 4.906 -2.541 -0.142
C 4.194 -1.885 -1.125
C 2.819 -1.864 -1.096
C 2.053 -1.198 -2.178
O 2.516 -1.180 -3.297
H -3.522 9.348 0.471
H -2.091 9.036 -0.457
H -2.290 8.214 1.113
H -2.848 6.556 -0.598
H -3.781 7.752 -1.456
H -5.020 7.742 1.075
H -5.638 7.119 -0.427
H -4.749 4.925 -0.072
H -5.816 5.415 1.256
H -2.780 5.355 1.390
H -3.835 6.129 2.560
H -4.748 3.422 2.070
H -4.494 4.265 3.565
H -1.908 3.925 2.850
H -2.689 2.763 3.872
H -3.419 2.013 1.271
H -1.769 2.557 1.028
H -0.921 0.681 1.920
H -2.010 0.765 3.324
H -3.167 -0.966 2.535
H -3.666 -0.066 1.138
H -1.241 -1.815 1.470
H -2.592 -2.195 0.445
H -2.874 1.802 -0.536
H -1.335 2.608 -4.105
H -3.222 1.944 -3.073
H 0.254 1.498 -4.362
H 1.735 0.666 -4.030
H 0.939 3.951 -4.170
H 1.621 3.585 -1.349
H 2.871 -3.991 2.866
H 1.232 -3.509 2.318
H 1.699 -5.994 2.475
H 0.999 -5.394 0.978
H 2.685 -8.929 1.718
H 2.382 -9.606 0.130
H 1.090 -8.716 0.953
H 4.104 -7.879 -1.989
H 4.783 -8.581 -0.526
H 5.090 -6.863 -0.951
H 0.490 -6.673 -1.036
H 1.463 -7.587 -2.166
H 1.818 -5.884 -1.936
H 4.745 -3.736 1.638
H 5.984 -2.584 -0.153
H 4.751 -1.414 -1.922
O -7.492 -0.403 -4.944
C -6.781 -0.951 -4.129
C -5.884 -0.173 -3.240
C -5.101 -0.774 -2.346
C -5.097 -2.252 -2.202
O -4.385 -2.800 -1.387
C -5.994 -3.032 -3.090
C -6.775 -2.429 -3.983
H -5.905 0.904 -3.362
H -4.436 -0.224 -1.687
H -5.974 -4.108 -2.969
H -7.437 -2.978 -4.640
O 2.858 -1.086 3.133
C 3.184 0.063 2.923
C 2.974 0.694 1.596
C 3.331 1.954 1.366
C 3.952 2.780 2.432
O 4.277 3.931 2.229
C 4.175 2.146 3.757
C 3.818 0.886 3.985
H 2.519 0.074 0.833
H 3.186 2.429 0.405
H 4.641 2.766 4.514
H 3.969 0.403 4.942
O 1.036 3.068 5.994
C 1.332 4.193 6.335
C 2.229 5.036 5.508
C 2.565 6.266 5.886
C 2.049 6.850 7.151
O 2.352 7.971 7.495
C 1.148 6.007 7.977
C 0.817 4.775 7.599
H 2.593 4.591 4.589
H 3.222 6.895 5.299
H 0.784 6.450 8.895
H 0.163 4.143 8.187
O 2.978 -7.487 -4.308
C 2.943 -6.553 -5.082
C 2.919 -5.148 -4.603
C 2.878 -4.126 -5.455
C 2.858 -4.349 -6.922
O 2.822 -3.421 -7.700
C 2.884 -5.755 -7.402
C 2.924 -6.775 -6.550
H 2.937 -5.004 -3.531
H 2.860 -3.095 -5.123
H 2.868 -5.895 -8.476
H 2.944 -7.806 -6.879
```

***

> Number 3 is which compound?

C17H40NNdP3S